(1)
DFT (ωB97M-V with the def2-TZVPD basis set) results for a structure of composition C4H16BCdF4N9O7 at a distorted geometry.

XYZ file:
```
42
Properties=species:S:1:pos:R:3:forces:R:3:lowdin_spin:R:1
N 2.447255 2.656706 1.983015 -0.18 4.25 0.97 0.00
O 2.016889 -1.405453 -0.608751 1.76 -0.81 -1.41 0.28
C -0.204198 -1.064040 2.509396 -1.72 0.12 1.45 0.00
O 2.832949 -2.300296 1.099959 0.83 -0.20 -0.29 0.29
H 3.837622 1.116618 2.711300 0.15 -0.83 0.09 0.00
H -3.121528 3.721710 -0.872672 0.61 0.19 -0.05 0.00
H 3.072267 2.929906 2.727876 -0.34 0.19 -0.28 0.00
H -1.235421 -3.760422 -1.076480 -0.24 0.27 0.06 0.00
O -0.783127 -1.360398 -1.504491 -0.38 -1.53 -1.24 0.00
H 1.810645 3.311091 1.551036 0.41 0.26 0.24 0.00
C -2.117321 1.980162 -0.709029 1.20 -1.02 0.70 0.00
F 0.163609 0.783722 -3.626288 -3.36 -0.90 -0.24 0.00
N -3.299852 1.444655 -0.729596 -3.69 -2.45 -0.27 0.00
H -1.042612 -0.887800 4.326489 -0.23 0.75 -0.19 0.00
H -1.400009 0.367841 3.093407 -0.44 -0.24 0.62 0.00
N 2.776021 -2.211873 -0.129578 -0.95 -0.91 1.32 -0.04
Cd 0.414248 -0.034753 -0.472018 -1.30 -0.54 -1.31 0.02
O -1.077047 1.352101 -0.500624 -1.49 1.84 -0.06 0.00
N 0.502654 -1.975834 3.041508 4.15 -4.26 1.72 0.00
F 1.511239 2.532417 -3.644234 0.28 1.18 0.33 0.00
F 1.449344 1.130617 -1.827063 1.00 1.16 0.47 0.00
H 0.502362 -2.145291 4.037191 0.31 -0.01 -0.36 0.00
N -2.624861 -1.574920 -2.724519 -3.17 1.90 -2.96 0.00
N 3.158161 0.614206 2.158125 1.47 -1.11 1.08 0.00
N -2.218314 3.271287 -0.834916 1.44 3.13 -0.32 0.00
H -3.314118 -2.233577 -3.057981 0.08 0.54 -0.40 0.00
O 1.445792 1.193327 0.722404 1.68 1.26 2.34 0.01
H -1.347936 3.781743 -0.879307 -0.39 0.30 -0.12 0.00
H -3.486871 0.460329 -0.602232 0.37 0.23 -0.07 0.00
C 2.295067 1.447449 1.592318 -0.96 -2.33 -1.81 0.00
B 1.339873 1.251896 -3.220706 1.84 -0.25 -1.94 0.00
H 1.248390 -2.353056 2.474340 -0.25 -0.37 0.33 0.00
N -0.995159 -0.508026 3.391810 -2.07 2.36 1.01 0.00
C -1.721928 -2.043698 -1.952407 2.50 2.47 1.84 0.00
H -4.073718 2.016754 -1.036075 0.02 -0.46 0.13 0.00
H 3.159532 -0.394379 2.211678 -0.29 0.41 -0.43 0.00
N -1.952905 -3.245250 -1.566290 0.03 -4.93 1.94 0.00
F 2.292616 0.398672 -3.763620 1.07 -0.33 0.02 0.00
H -2.522911 -0.679962 -3.181401 0.09 -0.12 0.10 0.00
O -0.228400 -0.872437 1.338140 -0.56 0.49 -2.66 0.00
H -2.859695 -3.686824 -1.619706 0.32 0.08 -0.24 0.00
O 3.351398 -3.024921 -0.830008 0.40 0.21 -0.09 0.44
```
Positions in Å, forces in eV/Å.

Calculated values
HOMO-LUMO gap (alpha / beta) = 9.11 / 4.85 eV
net charge = +1
E = -48258.4505 eV
LUMO energy (alpha / beta) = -3.77 / -8.03 eV
2S+1 = 2
⟨S²⟩ = 0.7566

(2)
DFT (ωB97M-V with the def2-TZVPD basis set) results for a structure of composition C4H16BInNO2S2 at a distorted geometry.

XYZ file:
```
27
Properties=species:S:1:pos:R:3:forces:R:3:lowdin_charge:R:1
C 3.707997 0.881767 -1.593046 0.06 -0.13 0.01 -0.28
H 3.388508 0.090897 -2.277690 -0.15 0.16 0.16 0.04
H -0.648524 0.162862 2.523718 -2.15 -1.39 0.19 0.10
In -1.526403 -2.958724 -1.292944 -0.61 0.20 -0.01 0.13
H -3.261251 -3.145397 2.111150 -0.77 1.00 -1.54 0.09
C 3.287066 3.254220 -0.397874 0.06 0.07 0.18 -0.29
O -3.625013 -2.659222 1.304384 2.51 0.33 0.99 -0.09
S 0.804435 -1.939819 -1.419722 0.19 1.32 0.92 -0.01
H 4.680598 1.263571 -1.912244 -0.07 0.09 -0.01 0.04
B -2.498236 -1.991535 0.570842 -0.71 -0.25 0.27 -0.61
H 4.273036 3.561324 -0.754696 -0.07 -0.04 -0.04 0.04
H 0.686067 -0.742606 -0.642876 -0.14 -1.66 -1.04 -0.26
S 2.487299 2.215610 -1.643693 -0.66 -0.50 0.27 0.80
N -1.930625 -0.641882 0.968386 -1.49 0.04 2.02 -0.24
H -2.417159 -2.328201 -2.730346 0.22 -0.24 0.11 -0.13
H -2.187952 0.943769 -0.490261 -1.39 -0.77 1.92 0.10
H -2.835551 1.428850 1.211953 0.08 -2.05 -1.17 0.09
H 2.669591 4.141454 -0.237522 0.01 -0.17 -0.10 0.04
H -1.270537 -1.614841 2.857175 -0.64 2.23 -0.95 0.10
H -3.834583 0.168280 0.106162 2.06 0.94 0.92 0.10
H -1.476273 -4.751327 -1.212602 0.19 0.33 -0.12 -0.13
H -2.486549 -0.183082 3.122766 1.55 -0.48 -1.16 0.08
C -2.759312 0.519985 0.468475 0.29 0.63 -1.72 -0.12
C -1.604780 -0.546775 2.442206 0.91 -0.21 0.31 -0.15
O 1.217796 1.688253 -1.043668 0.90 0.56 -0.22 -0.57
H 3.777820 0.476749 -0.580463 -0.13 0.04 -0.08 0.06
H 3.382536 2.705821 0.542430 -0.06 -0.03 -0.11 0.05
```
Positions in Å, forces in eV/Å.

Calculated values
HOMO-LUMO gap = 6.12 eV
net charge = -1
E = -37511.7696 eV
LUMO energy = 2.47 eV

(3)
DFT (ωB97M-V with the def2-TZVPD basis set) results for a structure of composition C4H16BN6O6Pd at a distorted geometry.

XYZ file:
```
34
Properties=species:S:1:pos:R:3:forces:R:3:lowdin_spin:R:1
H -2.027658 3.115885 -1.188375 -0.93 3.53 -0.67 0.02
H 1.611822 -2.291855 -3.713295 -0.38 0.03 0.24 0.00
H -0.757348 2.102765 -0.442255 4.35 -0.04 2.27 0.06
N 2.966062 0.406395 1.392255 1.97 -0.29 0.50 0.00
O -2.485218 -1.396555 -0.903155 -3.35 3.20 -0.72 0.38
O -1.804638 0.425155 1.683935 -1.84 0.02 0.21 0.04
H -3.479948 0.814815 3.689775 0.22 -0.03 0.36 0.00
N 2.102372 -1.311885 0.247195 -0.54 -2.05 -1.10 0.00
Pd -0.964358 0.155685 -0.454945 1.08 0.03 1.36 1.64
C 1.891942 -0.145615 0.833065 0.70 0.55 0.54 0.00
N -2.495518 0.975985 3.847985 -3.00 -0.39 0.14 0.00
H 2.112312 1.077455 -3.568565 -0.16 -0.34 -0.07 0.00
H 3.692552 -0.287735 1.494725 0.48 0.90 0.54 0.00
H -1.611758 1.522345 -1.872945 0.47 -1.76 -4.09 0.02
H 2.909442 1.229385 1.974985 -0.01 -0.37 -0.19 0.00
B -1.696688 2.111705 -0.973115 -1.86 0.84 -0.73 0.12
H 0.253632 -2.280335 -2.598665 0.14 -0.35 -0.04 0.00
C -1.651798 0.867055 2.815395 0.04 -1.16 -0.38 0.00
H 0.230142 1.303815 2.538975 0.37 -0.12 0.44 0.00
H 2.912222 -1.908335 0.339325 0.06 0.64 0.24 0.00
N 0.897762 -1.791325 -3.203715 -1.07 -1.07 0.60 0.00
N 1.857532 0.104645 -3.662455 3.78 2.08 -3.47 0.00
C -1.810328 -2.360065 -0.591975 -0.10 -3.92 -1.15 0.00
N -0.473368 1.193865 3.255265 3.59 1.12 0.59 0.00
O -0.600408 -2.146195 -0.353325 2.14 -0.31 0.98 0.18
H 2.248632 -0.525075 -4.348445 0.52 1.11 -0.31 0.00
O -2.388848 -3.473345 -0.746605 0.85 0.20 0.72 0.38
H -2.134838 1.234955 4.755145 -0.66 -0.04 -0.39 0.00
C 1.008792 -0.481195 -2.940235 -3.29 -0.73 4.18 0.01
H -0.385998 1.402575 4.239595 0.76 0.29 -0.68 0.00
H 1.273472 -1.827425 -0.012105 -0.43 0.00 -0.15 0.00
H -2.427648 1.582855 -0.381295 -3.34 -1.14 2.51 0.01
O 0.838852 0.456945 0.884285 -1.77 0.32 -0.40 0.06
O 0.388822 0.142665 -2.036425 1.20 -0.76 -1.87 0.07
```
Positions in Å, forces in eV/Å.

Calculated values
HOMO-LUMO gap (alpha / beta) = 8.72 / 7.26 eV
net charge = 0
E = -29785.5234 eV
LUMO energy (alpha / beta) = 0.11 / -1.08 eV
2S+1 = 4
⟨S²⟩ = 3.7619

(4)
DFT (ωB97M-V with the def2-TZVPD basis set) results for a structure of composition C4H16BO2S2Sn at a distorted geometry.

XYZ file:
```
26
Properties=species:S:1:pos:R:3:forces:R:3:lowdin_charge:R:1
H 2.058863 -0.830301 -1.580246 0.65 -0.31 -0.19 0.06
H 1.086813 -3.684874 0.756615 -0.53 -0.21 -0.32 0.06
B 2.298709 0.550341 3.232245 -1.04 -0.06 -0.40 -0.48
C -1.757993 0.384910 -1.794070 0.73 0.03 0.06 -0.26
H 2.312530 -3.304946 -0.434063 0.01 -0.08 0.03 0.07
H -1.053286 1.219889 -1.785499 -0.17 0.16 0.28 0.07
H 3.351403 0.553662 3.733889 0.74 0.36 0.47 -0.02
H 3.538791 -0.510455 -0.532956 -0.05 -0.20 0.21 0.07
O -2.598786 1.612685 0.449701 1.25 -0.10 0.80 -0.74
H 1.620072 1.420738 3.723741 -1.02 1.20 0.49 -0.10
H 1.761587 -0.474580 3.447950 -0.69 -0.90 -0.11 -0.04
H 2.415059 0.790467 2.073663 -0.16 0.20 -1.29 -0.07
C -3.923867 1.923519 -1.739823 -0.47 0.47 0.20 -0.24
H -2.067138 0.288783 -2.833727 -0.46 -0.24 0.17 0.07
C 1.302704 -3.051155 -0.098702 0.84 0.55 -0.28 -0.23
H -4.429078 1.565076 -2.636103 0.44 -0.63 0.01 0.07
Sn -0.482915 1.520615 2.211531 1.71 -1.86 -0.46 1.64
S -3.118960 0.716575 -0.658067 -0.48 0.21 -1.22 0.88
H -4.726429 2.405269 -1.180675 0.25 0.02 0.33 0.06
H 2.021480 0.497120 -0.581458 0.48 0.18 0.58 0.05
O 0.145520 -0.748766 0.650585 -0.62 0.94 0.12 -0.69
H -1.222302 -0.500270 -1.457156 -0.12 -0.03 0.01 0.03
H 0.652583 -3.070360 -0.969944 -0.34 -0.12 0.28 0.07
H -3.160874 2.656104 -1.998885 -0.05 0.05 0.00 0.06
S 1.516452 -1.429722 0.617804 0.93 0.46 1.24 0.84
C 2.459057 -0.500312 -0.616361 -1.81 -0.10 -1.02 -0.22
```
Positions in Å, forces in eV/Å.

Calculated values
HOMO-LUMO gap = 6.62 eV
net charge = +1
E = -36669.4661 eV
LUMO energy = -6.03 eV

(5)
DFT (ωB97M-V with the def2-TZVPD basis set) results for a cluster of 5 separate species, C4H16ClO4 in total at a distorted geometry.

XYZ file:
```
25
Properties=species:S:1:pos:R:3:forces:R:3:lowdin_charge:R:1
H -0.131833 4.431162 -0.576852 0.29 0.12 -0.18 0.07
H 4.537557 -0.782938 -5.224032 0.73 0.34 -0.54 0.07
C -0.637863 -1.560058 5.938158 1.27 0.99 0.62 -0.17
H 3.669907 -2.177248 -5.513372 0.16 -0.83 -0.36 0.07
H -0.681273 3.723372 0.950318 -0.78 0.32 -0.19 0.08
H -5.658093 -0.571788 -1.728882 0.06 -0.65 -0.06 0.07
Cl 1.096007 -0.963988 0.124808 -0.10 0.12 -0.02 -0.97
H -1.054853 -2.566868 5.914768 -0.60 0.09 -1.19 0.07
O -3.771663 -1.176418 -2.388362 -0.58 0.45 -0.30 -0.13
H -4.381933 0.355752 -1.062832 0.40 0.14 -0.02 0.07
H -0.712733 -1.345948 7.004298 0.05 0.54 0.03 0.07
H 3.848127 -1.830998 -3.331462 -0.05 0.02 0.22 0.08
H 0.421057 -1.573638 5.680118 0.17 -0.71 0.34 0.08
H 5.506667 -2.288528 -5.583882 -0.26 0.07 -0.03 0.08
H 1.236837 2.944432 0.607858 0.56 -0.42 0.16 0.08
H -0.006533 5.360812 0.971078 -0.29 0.15 -0.32 0.07
O 1.272587 3.858402 0.899378 1.32 -0.42 -0.49 -0.12
H -4.478253 -1.319268 -0.516662 -0.82 0.15 0.32 0.08
O 4.684827 -2.096688 -3.719992 0.35 -0.67 0.50 -0.12
C -4.632443 -0.659478 -1.370482 0.86 -0.13 0.06 -0.16
H -2.913643 -1.333678 -1.987512 0.17 0.05 0.03 0.08
H -0.763963 -0.508718 4.317788 -0.06 0.05 -0.22 0.08
C 0.058287 4.382272 0.495318 -1.07 0.12 1.03 -0.20
C 4.627977 -1.862078 -5.100002 -0.95 1.07 0.28 -0.19
O -1.134753 -0.437888 5.200448 -0.81 -0.97 0.34 -0.12
```
Positions in Å, forces in eV/Å.

Calculated values
HOMO-LUMO gap = 7.16 eV
net charge = -1
E = -25119.6252 eV
LUMO energy = 3.07 eV